Below is a cluster of 13 separate species, C26H78O13S13 in total in a non-equilibrium geometry, with properties calculated with ωB97M-V/def2-TZVPD.

The geometry in ORCA input format:
```
! wB97M-V def2-TZVPD RIJCOSX def2/J DEFGRID3
* xyz 0 1
C -1.45 -5.38 0.07
S -2.25 -4.12 1.09
O -1.14 -3.34 1.76
C -2.80 -3.11 -0.27
H -1.20 -6.35 0.50
H -0.47 -5.01 -0.25
H -1.99 -5.52 -0.86
H -2.04 -2.99 -1.03
H -2.97 -2.10 0.11
H -3.70 -3.53 -0.69
C -0.40 4.30 2.49
S -0.33 4.63 0.71
O -0.08 6.11 0.63
C 1.23 3.79 0.34
H -0.34 3.22 2.61
H -1.32 4.61 2.97
H 0.45 4.77 2.98
H 1.02 2.91 -0.26
H 1.83 3.47 1.21
H 1.90 4.47 -0.19
C -5.95 -0.63 2.31
S -4.68 0.28 1.36
O -4.94 0.16 -0.11
C -5.10 1.96 1.96
H -6.93 -0.18 2.14
H -5.76 -0.44 3.37
H -5.93 -1.71 2.17
H -5.43 1.82 2.99
H -5.89 2.39 1.35
H -4.18 2.52 1.84
C 3.21 -3.63 -3.11
S 3.79 -3.81 -1.41
O 2.86 -2.98 -0.59
C 3.22 -5.53 -1.19
H 3.66 -4.43 -3.70
H 3.53 -2.67 -3.50
H 2.12 -3.72 -3.12
H 3.26 -5.78 -0.13
H 3.84 -6.16 -1.82
H 2.21 -5.59 -1.60
C 4.12 0.08 0.61
S 5.33 0.97 -0.45
O 6.50 1.39 0.40
C 5.99 -0.37 -1.53
H 4.11 -0.98 0.33
H 3.25 0.65 0.33
H 4.32 0.19 1.67
H 6.88 0.00 -2.02
H 5.21 -0.79 -2.16
H 6.28 -1.13 -0.79
C -1.34 1.13 0.63
S -0.85 0.46 -0.99
O -0.05 1.44 -1.77
C 0.40 -0.67 -0.32
H -1.75 0.37 1.28
H -1.87 2.06 0.48
H -0.41 1.41 1.14
H 1.07 -0.15 0.36
H 0.98 -1.07 -1.14
H -0.14 -1.46 0.21
C 1.05 -5.38 3.39
S 2.62 -4.79 2.72
O 3.52 -4.68 3.91
C 2.09 -3.08 2.42
H 1.33 -6.39 3.69
H 0.20 -5.43 2.71
H 0.81 -4.76 4.25
H 2.92 -2.47 2.07
H 1.74 -2.65 3.36
H 1.26 -2.99 1.72
C -4.51 5.46 -0.52
S -4.58 4.43 -2.03
O -4.49 5.41 -3.16
C -3.02 3.56 -1.77
H -5.51 5.87 -0.40
H -3.78 6.25 -0.71
H -4.21 4.83 0.32
H -2.15 4.16 -1.48
H -2.75 3.03 -2.69
H -3.25 2.92 -0.92
C 3.90 1.71 -4.15
S 3.18 0.13 -4.70
O 4.31 -0.84 -4.84
C 2.27 -0.29 -3.14
H 4.38 2.24 -4.96
H 4.66 1.52 -3.39
H 3.13 2.26 -3.60
H 1.51 -1.05 -3.32
H 1.89 0.65 -2.74
H 2.94 -0.79 -2.43
C 0.29 5.98 -5.40
S 1.15 4.49 -4.82
O 2.39 5.09 -4.23
C 0.13 4.10 -3.41
H 0.57 6.80 -4.74
H -0.79 5.83 -5.51
H 0.73 6.16 -6.38
H -0.85 3.75 -3.75
H -0.11 5.05 -2.92
H 0.68 3.48 -2.72
C -2.79 1.39 6.26
S -2.94 0.91 4.50
O -1.84 1.61 3.74
C -2.44 -0.82 4.59
H -3.10 0.47 6.78
H -3.50 2.15 6.55
H -1.75 1.62 6.47
H -3.21 -1.47 5.00
H -1.51 -1.01 5.13
H -2.33 -1.12 3.55
C -1.84 -5.47 -4.54
S -2.38 -3.77 -4.27
O -3.40 -3.79 -3.17
C -0.81 -3.19 -3.55
H -0.94 -5.56 -5.16
H -2.66 -5.99 -5.03
H -1.68 -5.97 -3.58
H -0.54 -3.91 -2.77
H -0.95 -2.20 -3.12
H -0.03 -3.19 -4.31
C 1.51 2.53 4.86
S 2.61 1.46 3.90
O 2.67 1.97 2.48
C 1.46 0.05 3.84
H 1.45 2.06 5.85
H 0.50 2.68 4.49
H 2.07 3.46 4.99
H 0.47 0.29 4.22
H 1.93 -0.80 4.34
H 1.42 -0.22 2.79
*
```

The value obtained for the HOMO energy is -8.16 eV. The calculation puts the total energy at -7191.5229 hartree.